A 3-piece molecular cluster, C4H12O3 overall in a non-equilibrium geometry, computed with ωB97M-V/def2-TZVPD.

Geometry as XYZ:
```
19
Properties=species:S:1:pos:R:3:lowdin_charge:R:1
C -0.59 -1.78 1.59 -0.083
C -0.68 -0.56 0.71 -0.141
C -0.42 -0.60 -0.64 -0.381
C -1.40 0.15 -1.53 -0.020
O 0.53 -1.44 -1.15 0.041
H 0.03 -2.52 1.09 0.057
H -1.57 -2.12 1.90 0.078
H -0.01 -1.65 2.51 0.066
H -1.23 0.35 0.92 0.097
H -1.43 -0.35 -2.49 0.088
H -1.08 1.18 -1.62 0.063
H -2.35 0.24 -1.00 0.075
H 0.63 -2.27 -0.71 0.082
O 2.39 1.00 1.20 -0.060
H 1.70 0.50 0.77 -0.005
H 2.19 1.11 2.16 0.052
O 1.25 2.77 -1.58 -0.047
H 1.38 2.48 -0.67 0.006
H 0.67 3.51 -1.47 0.031
```

Energy relative to the best compared isomer or geometry (same formula, charge and spin)   37.0 kcal/mol
Energy   -385.2628 Eh
LUMO energy   0.6453 eV
SMILES   C/C=C(/C)O.O.O